Record 1
C7H9BrClINO2 | ωB97M-V with the def2-TZVPD basis set

```
22
C7H9BrClINO2, DFT ωB97M-V with the def2-TZVPD basis set
C 2.59 -0.20 0.44
C 2.19 0.53 -0.82
N 2.92 0.59 -1.85
C 0.88 1.27 -0.86
C -0.22 0.67 -0.04
O -1.25 1.56 0.42
C -2.14 0.73 1.08
O -2.95 1.17 1.82
C -1.90 -0.72 0.66
Br -3.65 -1.74 0.53
C -1.10 -0.43 -0.61
Cl -0.24 -1.75 -1.37
H 2.56 0.50 1.27
H 1.88 -0.99 0.62
H 3.58 -0.61 0.33
H 3.78 0.07 -1.71
H 1.04 2.28 -0.50
H 0.61 1.33 -1.91
H 0.18 0.25 0.88
H -1.24 -1.26 1.32
H -1.80 0.06 -1.27
I -5.74 -3.29 1.58
```

Properties
Max |F| = 2.2 eV Å⁻¹
E_LUMO = 2.550 eV
E = -103657.38866 eV
Charge = -1

***

Record 2
C6H10O2S | ωB97M-V with the def2-TZVPD basis set

```
19
C6H10O2S, DFT ωB97M-V with the def2-TZVPD basis set
C 0.95 -0.48 2.48
C 1.28 -0.36 0.14
C -0.56 1.27 0.03
C -0.15 -0.11 -0.29
C -0.07 -0.34 -1.89
C -1.12 -1.04 0.39
O 1.13 -0.65 3.63
O 1.51 0.17 1.57
S -0.70 2.54 -1.18
H 1.61 -1.37 0.02
H 1.75 0.40 -0.53
H -0.82 1.52 1.05
H 0.61 0.29 -2.32
H -0.94 -0.06 -2.37
H 0.16 -1.38 -2.22
H -1.20 -1.94 -0.10
H -2.13 -0.54 0.32
H -0.77 -1.33 1.46
H -0.54 3.42 -0.19
```

Properties
ΔE to the lowest compared entry with this formula, charge and spin = 364.92 kJ/mol
Max |F| = 4.7 eV Å⁻¹
E_LUMO (spin up / spin down) = 0.259 / 0.241 eV
E = -21309.71094 eV

***

Record 3
C43H78N6O11 | ωB97M-V with the def2-TZVPD basis set

```
138
C43H78N6O11, DFT ωB97M-V with the def2-TZVPD basis set
C -3.16 -3.04 1.06
C -3.33 -2.30 -0.25
O -4.45 -2.78 -0.99
C -4.31 -3.99 -1.54
C -5.59 -4.51 -2.15
O -3.28 -4.61 -1.55
H -3.23 -4.12 0.93
H -3.98 -2.79 1.75
H -2.23 -2.75 1.54
H -3.48 -1.25 0.00
H -2.41 -2.31 -0.83
H -5.52 -5.60 -2.07
H -5.71 -4.25 -3.20
H -6.47 -4.18 -1.61
C 4.93 3.54 2.16
C 3.94 4.22 3.09
O 3.44 3.34 4.09
C 4.14 3.25 5.23
C 3.62 2.17 6.13
O 5.11 3.92 5.47
H 4.45 2.73 1.61
H 5.80 3.24 2.74
H 5.21 4.25 1.38
H 4.42 5.08 3.56
H 3.08 4.60 2.53
H 3.47 2.54 7.14
H 4.36 1.37 6.17
H 2.69 1.75 5.76
C 0.99 1.90 2.43
C 0.58 0.55 1.90
O 0.52 0.67 0.47
C 0.22 -0.40 -0.25
C 0.50 -0.23 -1.71
O -0.29 -1.41 0.20
H 1.26 1.80 3.48
H 0.14 2.59 2.40
H 1.83 2.34 1.89
H 1.34 -0.21 2.13
H -0.36 0.24 2.36
H 1.06 -1.10 -2.05
H 1.14 0.63 -1.87
H -0.45 -0.07 -2.22
C -1.00 3.53 -1.03
C -2.28 2.74 -0.88
O -2.35 1.73 -1.90
C -3.49 1.02 -1.91
C -3.50 -0.02 -3.00
O -4.42 1.23 -1.18
H -0.98 4.13 -1.94
H -0.09 2.92 -1.04
H -0.96 4.23 -0.19
H -2.38 2.31 0.11
H -3.11 3.44 -1.00
H -2.74 -0.78 -2.79
H -3.21 0.45 -3.95
H -4.48 -0.45 -3.13
O 3.38 -1.90 2.77
C 2.43 -2.56 3.00
O 1.98 -3.55 2.20
C 0.91 -4.26 2.84
C 0.56 -3.36 4.05
O 1.63 -2.40 4.08
H 0.03 -4.25 2.21
H 1.28 -5.22 3.16
H 0.58 -3.91 4.99
H -0.40 -2.86 3.96
C 0.09 6.46 5.69
C 0.83 6.46 4.35
C 0.39 5.30 3.45
C -0.97 5.46 2.96
N -2.04 5.59 2.58
H 0.49 5.73 6.40
H -0.97 6.21 5.54
H 0.12 7.43 6.17
H 1.90 6.38 4.54
H 0.64 7.42 3.87
H 0.45 4.40 4.06
H 1.05 5.21 2.59
C 1.23 -4.35 -1.53
C -0.09 -4.52 -0.82
C -0.46 -5.94 -0.44
C -0.64 -6.81 -1.60
N -0.77 -7.48 -2.53
H 2.03 -4.81 -0.94
H 1.44 -3.30 -1.73
H 1.26 -4.86 -2.50
H -0.97 -4.06 -1.27
H 0.03 -3.95 0.11
H -1.38 -5.96 0.16
H 0.33 -6.40 0.17
C -0.73 -2.02 -5.28
C 0.64 -2.58 -4.87
C 0.89 -3.99 -5.39
C 2.19 -4.53 -5.02
N 3.23 -4.93 -4.73
H -0.89 -1.11 -4.69
H -1.54 -2.69 -4.99
H -0.78 -1.76 -6.34
H 0.74 -2.54 -3.79
H 1.43 -1.92 -5.25
H 0.81 -3.98 -6.48
H 0.10 -4.67 -5.07
C 4.02 -1.58 -3.04
C 4.36 -2.29 -1.73
C 3.82 -1.56 -0.51
C 4.06 -0.12 -0.49
N 4.30 1.00 -0.46
H 4.40 -2.16 -3.88
H 4.44 -0.58 -3.06
H 2.93 -1.46 -3.12
H 5.44 -2.40 -1.66
H 3.94 -3.30 -1.76
H 4.20 -1.93 0.45
H 2.75 -1.75 -0.39
C -0.23 2.29 -4.44
C 0.76 1.99 -5.55
C 0.72 2.97 -6.72
C 0.64 4.37 -6.34
N 0.54 5.47 -6.04
H 0.00 3.23 -3.94
H -0.25 1.50 -3.69
H -1.27 2.41 -4.79
H 0.62 0.97 -5.92
H 1.76 1.93 -5.11
H -0.13 2.73 -7.36
H 1.60 2.82 -7.35
C -3.21 1.65 2.71
C -3.73 0.68 3.76
C -4.96 1.21 4.50
C -6.05 1.59 3.61
N -6.91 1.89 2.93
H -4.00 2.05 2.08
H -2.50 1.19 2.01
H -2.68 2.50 3.14
H -2.93 0.50 4.49
H -3.97 -0.26 3.26
H -4.68 2.12 5.04
H -5.28 0.44 5.21
```

Properties
SMILES = CCOC(C)=O.CCOC(C)=O.CCOC(C)=O.CCOC(C)=O.O=C1OCCO1.CCCC#N.CCCC#N.CCCC#N.CCCC#N.CCCC#N.CCCC#N
Max |F| = 1.4 eV Å⁻¹
E_LUMO = 0.019 eV
E = -77319.84139 eV

***

Record 4
C34H49BrHgN8O6S2SbSi3 | ωB97M-V with the def2-TZVPD basis set

```
105
C34H49BrHgN8O6S2SbSi3, DFT ωB97M-V with the def2-TZVPD basis set
Hg -0.66 0.16 0.20
Br -0.79 -3.09 -1.97
C -0.52 -1.63 -3.16
C -0.59 -1.90 -4.52
C -0.35 -0.84 -5.38
C -0.07 0.40 -4.84
C -0.04 0.57 -3.46
N -0.28 -0.46 -2.62
C 0.29 1.97 -2.90
O 0.72 2.78 -3.74
O 0.09 2.12 -1.68
H -0.81 -2.90 -4.87
H -0.39 -0.99 -6.45
H 0.13 1.27 -5.45
O 2.18 1.75 3.98
S 2.42 0.36 3.19
O 3.30 -0.40 4.07
O 3.03 0.72 1.93
O 1.08 -0.18 3.10
S -7.24 -3.32 -3.04
N -6.85 -1.70 -2.91
C -5.79 -1.66 -2.09
C -5.11 -0.46 -1.69
C -5.46 0.81 -2.16
C -4.77 1.92 -1.73
C -3.73 1.74 -0.80
N -3.38 0.56 -0.35
C -4.03 -0.54 -0.78
C -3.58 -1.82 -0.28
N -2.53 -1.86 0.57
C -2.14 -3.02 1.04
C -2.75 -4.24 0.69
C -3.79 -4.22 -0.19
C -4.25 -3.00 -0.70
C -5.35 -2.92 -1.61
N -6.07 -3.97 -2.05
H -6.28 0.89 -2.86
H -5.01 2.91 -2.09
H -3.16 2.58 -0.43
H -1.29 -3.01 1.70
H -2.37 -5.17 1.10
H -4.29 -5.13 -0.51
C 0.96 5.06 -0.84
Si -0.67 4.41 -0.16
C -1.88 4.52 -1.60
C -1.22 5.83 0.99
Sb 0.21 2.45 1.28
Si 3.35 2.89 4.31
C 2.61 4.53 3.84
C 4.97 2.61 3.43
C 3.70 2.86 6.14
Si -1.54 2.54 3.21
C -1.13 1.35 4.62
C -1.67 4.21 4.10
C -3.32 2.16 2.74
H 0.91 6.12 -1.12
H 1.23 4.49 -1.73
H 1.77 4.94 -0.11
H -1.64 5.41 -2.18
H -2.92 4.60 -1.27
H -1.80 3.66 -2.25
H -1.16 6.78 0.46
H -0.59 5.89 1.87
H -2.26 5.70 1.32
H 2.83 4.78 2.80
H 2.97 5.35 4.47
H 1.52 4.49 3.92
H 4.90 2.92 2.38
H 5.21 1.54 3.42
H 5.77 3.16 3.91
H 2.78 2.90 6.74
H 4.32 3.71 6.43
H 4.23 1.94 6.41
H -0.18 1.61 5.07
H -1.03 0.34 4.24
H -1.92 1.38 5.38
H -0.76 4.45 4.65
H -2.49 4.16 4.82
H -1.87 5.03 3.42
H -3.39 1.25 2.13
H -3.76 2.97 2.16
H -3.92 2.02 3.65
C 2.00 -4.83 2.15
C 1.57 -3.54 2.84
N 1.06 -2.67 1.80
C 1.87 -2.39 0.72
N 1.56 -1.40 -0.04
C 2.45 -1.04 -1.13
C 3.88 -1.47 -0.85
C 3.87 -2.96 -0.54
N 2.95 -3.22 0.54
C 3.16 -4.48 1.23
H 1.16 -5.21 1.58
H 2.32 -5.58 2.87
H 2.42 -3.09 3.37
H 0.78 -3.72 3.56
H 0.67 -1.80 2.17
H 2.39 0.04 -1.26
H 2.10 -1.51 -2.06
H 4.24 -0.92 0.03
H 4.53 -1.26 -1.70
H 4.87 -3.29 -0.24
H 3.59 -3.53 -1.44
H 4.09 -4.42 1.82
H 3.30 -5.27 0.49
```

Properties
ΔE to the lowest compared entry with this formula, charge and spin = 92.40 kJ/mol
Max |F| = 0.8 eV Å⁻¹
Multiplicity = 2
E_LUMO (spin up / spin down) = 3.937 / 3.932 eV
E = -186326.03630 eV
<S²> = 0.774
Charge = -2